Record 1
Here is C34H91B3FN7O11 as an isolated structure from the OMol25 dataset. Energies are from the ωB97M-V functional and the def2-TZVPD basis.

Output
Energy = -2735.503507 a.u.
Max |F| = 0.91 eV/Å
Energy above the lowest of the compared OMol25 structures with the same formula, charge and spin = 6.7 kcal per mole
Kohn-Sham gap = 9.154 eV
E_HOMO = -9.03 eV
Molecular weight = 825.574 g/mol

```
! wB97M-V def2-TZVPD RIJCOSX def2/J DEFGRID3
* xyz 0 1
C -6.57114 -0.44523 1.45199
C -5.57737 -1.05943 0.45773
O -6.03724 -0.78391 -0.88215
C -5.39033 -2.57366 0.61951
B -3.94626 -3.02810 0.98529
O -3.43366 -4.27648 0.68494
B -2.16170 -4.39985 1.20691
O -1.24725 -3.41668 0.86148
B -1.80589 -2.17094 1.05335
C -1.12193 -0.86558 0.51668
C -0.81546 0.19295 1.57535
C -0.99708 1.62824 1.09896
F -1.61036 -0.01393 2.70690
O -3.06832 -2.15309 1.63677
H -7.02563 -1.20552 2.07861
H -7.33707 0.09955 0.91033
H -6.06541 0.25972 2.10765
H -4.62789 -0.54591 0.59342
H -5.32271 -0.37663 -1.36608
H -6.05080 -2.96817 1.39530
H -5.71583 -3.05879 -0.29915
H -1.88177 -5.26526 1.96682
H -1.74950 -0.44794 -0.27117
H -0.17810 -1.15441 0.05547
H 0.20692 0.04223 1.91396
H -1.79959 2.09213 1.66855
H -0.08757 2.19172 1.28254
H -1.27577 1.68127 0.05181
C 0.34343 3.88564 -4.78101
C 0.44324 2.78701 -3.72787
C -0.91156 2.30544 -3.19582
O -1.54136 3.18605 -2.28682
C -2.25746 4.25870 -2.86953
N 1.34045 3.23019 -2.65809
H 0.13396 4.85611 -4.33159
H 1.28857 3.97655 -5.31423
H -0.43914 3.66841 -5.51029
H 0.90826 1.91816 -4.20374
H -0.74184 1.38321 -2.63197
H -1.59535 2.06192 -4.02041
H -2.72761 3.95838 -3.81056
H -1.61848 5.12687 -3.04597
H -3.03654 4.54905 -2.16558
H 1.51578 2.46066 -2.01897
H 0.84844 3.92295 -2.10070
C -2.99249 7.37454 4.04040
C -3.82802 6.62901 3.00574
C -4.25429 5.21952 3.43296
O -3.23063 4.24711 3.37523
C -2.35259 4.21551 4.48394
N -3.11356 6.63124 1.72474
H -1.95845 7.02784 4.05180
H -2.96809 8.43894 3.81270
H -3.40368 7.25656 5.04506
H -4.75362 7.19580 2.86276
H -5.01962 4.87062 2.73453
H -4.70752 5.23176 4.43335
H -2.86824 4.45313 5.41886
H -1.51562 4.90514 4.34807
H -1.94906 3.20566 4.55431
H -3.71508 6.24972 1.00072
H -2.34497 5.97008 1.79543
C 1.46377 -6.60652 -2.53634
C 0.42369 -5.67492 -1.92057
C -0.70263 -5.27310 -2.88064
O -0.34352 -4.30873 -3.85118
C 0.33563 -4.81989 -4.98028
N 1.10231 -4.51460 -1.33963
H 2.15686 -6.06414 -3.17996
H 2.05566 -7.07432 -1.75046
H 0.99600 -7.39718 -3.12660
H -0.05550 -6.21844 -1.09941
H -1.50110 -4.80775 -2.29614
H -1.12968 -6.15873 -3.37111
H -0.02005 -5.82363 -5.23499
H 1.41667 -4.85245 -4.82209
H 0.13702 -4.15259 -5.81862
H 0.42229 -3.95835 -0.82729
H 1.39531 -3.91590 -2.10769
C 5.12370 -3.37604 1.32417
C 6.30687 -2.69142 0.65027
C 6.00173 -2.15275 -0.75281
O 5.92420 -3.13350 -1.76676
C 4.68807 -3.81782 -1.84427
N 7.45842 -3.59800 0.66468
H 4.95843 -4.38181 0.93756
H 5.30731 -3.46175 2.39314
H 4.20341 -2.80416 1.18566
H 6.56927 -1.82057 1.26042
H 6.82022 -1.49266 -1.05243
H 5.08242 -1.55013 -0.74377
H 3.85109 -3.16265 -1.58660
H 4.66666 -4.69282 -1.19178
H 4.56396 -4.16011 -2.87219
H 8.28240 -3.10626 0.33221
H 7.29418 -4.32340 -0.02760
C -0.69775 13.10163 2.19296
C -0.49097 12.30741 3.47858
C -1.05382 10.88202 3.43001
O -2.45958 10.79270 3.54404
C -3.18309 11.01451 2.34800
N -1.01374 13.08196 4.60667
H -1.72007 13.46948 2.10757
H -0.04211 13.97129 2.18294
H -0.47543 12.49724 1.31161
H 0.58803 12.20201 3.62820
H -0.66175 10.33308 4.29052
H -0.71622 10.35565 2.52698
H -2.63938 10.63498 1.47840
H -3.41245 12.07271 2.20104
H -4.12448 10.47186 2.43284
H -0.76715 12.62321 5.47830
H -2.02842 13.04143 4.57174
C 5.14836 -0.29574 7.10312
C 6.17312 -1.20667 6.43458
C 6.21005 -1.09103 4.90609
O 5.13881 -1.72391 4.23542
C 3.93555 -0.98589 4.16865
N 5.95749 -2.58186 6.88949
H 4.13740 -0.69285 7.01269
H 5.36474 -0.20962 8.16704
H 5.16399 0.70648 6.67047
H 7.16294 -0.89894 6.78554
H 7.10958 -1.59909 4.54893
H 6.28219 -0.04016 4.59286
H 4.13086 0.08694 4.07423
H 3.29892 -1.16092 5.03932
H 3.39716 -1.32474 3.28315
H 6.71043 -3.17427 6.55298
H 5.12423 -2.93843 6.43016
C -1.72261 -9.81867 -8.56606
C -1.82262 -10.21731 -7.09717
C -1.26410 -9.16970 -6.12667
O 0.14666 -9.10646 -6.06540
C 0.76810 -8.34776 -7.08394
N -1.20962 -11.53507 -6.91773
H -0.71111 -9.94912 -8.95039
H -2.37751 -10.44725 -9.16770
H -2.01634 -8.77823 -8.71746
H -2.88552 -10.31699 -6.85655
H -1.58332 -9.43831 -5.11634
H -1.67654 -8.17471 -6.34656
H 0.15647 -7.48443 -7.36524
H 0.98013 -8.94740 -7.97222
H 1.71769 -7.98891 -6.68719
H -1.38371 -11.86735 -5.97421
H -0.20109 -11.42350 -6.97046
*
```

---

Record 2
Here is a single C4H5NO2 molecule from the OMol25 dataset. Energies are from the ωB97M-V functional and the def2-TZVPD basis.

Output
Energy = -360.573225 a.u.
Max |F| = 3.48 eV/Å
Energy above the lowest of the compared OMol25 structures with the same formula, charge and spin = 60.4 kcal per mole
Kohn-Sham gap = 10.585 eV
E_HOMO = -9.81 eV
Molecular weight = 99.089 g/mol

```
! wB97M-V def2-TZVPD RIJCOSX def2/J DEFGRID3
* xyz 0 1
O 0.98716 2.35815 0.39171
C 0.53583 1.23998 0.28167
N 1.24834 0.08521 0.01045
C 0.41285 -1.00817 -0.43660
C -0.94474 -0.64022 0.06393
O -1.09863 -0.18842 1.40599
C -0.91442 0.79291 0.38195
H 2.25634 0.06929 0.11797
H 0.87606 -1.97677 -0.23781
H -0.10089 -1.12993 -1.57395
H -1.53643 -1.13139 -0.74210
H -1.72735 1.49864 0.22634
*
```

---

Record 3
Here is an isolated ion of composition C4H9NO2 and charge -2 from the OMol25 dataset. Energies are from the ωB97M-V functional and the def2-TZVPD basis.

Output
Energy = -362.874742 a.u.
Max |F| = 4.44 eV/Å
Energy above the lowest of the compared OMol25 structures with the same formula, charge and spin = 23.6 kcal per mole
Kohn-Sham gap = 6.361 eV
E_HOMO = 0.92 eV
Molecular weight = 103.121 g/mol

```
! wB97M-V def2-TZVPD RIJCOSX def2/J DEFGRID3
* xyz -2 1
N 1.44456 -1.16645 -0.64826
C 0.32589 -0.12934 -0.42310
C 0.90828 1.24248 -1.03839
O 1.64700 1.08137 -2.15432
C -0.30958 0.01478 0.93713
C -1.86612 -0.51945 0.96339
O -2.21151 -0.55349 2.33451
H 1.96588 -0.99994 0.22151
H 1.97962 -0.66011 -1.37178
H -0.34408 -0.44499 -1.26304
H 1.29042 1.91427 -0.21530
H -0.04726 1.75788 -1.31475
H 0.10202 -0.75444 1.56582
H -0.52390 1.02506 1.31569
H -1.76316 -1.61501 0.60880
H -2.59230 -0.04189 0.30860
*
```

---

Record 4
Here is a single C23H24N2O3 molecule from the OMol25 dataset. Energies are from the ωB97M-V functional and the def2-TZVPD basis.

Output
Energy = -1226.099535 a.u.
Max |F| = 3.50 eV/Å
Energy above the lowest of the compared OMol25 structures with the same formula, charge and spin = 45.4 kcal per mole
Kohn-Sham gap = 8.455 eV
E_HOMO = -7.85 eV
Molecular weight = 376.456 g/mol

```
! wB97M-V def2-TZVPD RIJCOSX def2/J DEFGRID3
* xyz 0 1
C -0.43838 1.59068 5.73970
C -0.57349 1.00141 4.35803
C 0.43431 0.22758 3.79097
C 0.37423 -0.19372 2.44604
C -0.75243 0.10073 1.65519
C -0.85409 -0.25562 0.14733
C 0.47868 -0.39672 -0.56061
C 0.67549 -1.18823 -1.67049
C -0.28635 -2.17817 -2.32406
C -0.61249 -3.28445 -1.31845
C 0.44651 -2.81963 -3.49309
C -1.52124 -1.44167 -2.84161
N 1.97220 -1.07120 -2.08290
C 2.64823 -0.15676 -1.30557
C 3.98026 0.26942 -1.40783
C 4.44596 1.19636 -0.46793
C 3.58638 1.64608 0.54681
C 2.23481 1.25515 0.58928
C 1.72951 0.32842 -0.31983
N -1.65000 0.84458 -0.59863
C -1.33214 1.93328 -1.43282
O -0.22748 2.24454 -1.82269
C -2.60048 2.66861 -1.82818
O -3.64382 1.85667 -1.25789
C -3.06055 0.88898 -0.50301
O -3.71093 0.13393 0.23219
C -1.77876 0.80462 2.25177
C -1.68816 1.27248 3.57117
H -1.31901 2.18717 6.00385
H -0.32294 0.80897 6.49956
H 0.43815 2.24823 5.82473
H 1.29591 -0.01909 4.41460
H 1.21161 -0.78449 2.09784
H -1.28465 -1.34155 0.14342
H -1.07043 -2.93999 -0.38806
H -1.30085 -4.02508 -1.74575
H 0.32144 -3.78961 -1.03507
H 0.74666 -2.07127 -4.22987
H 1.32740 -3.37038 -3.15072
H -0.20887 -3.53446 -3.99813
H -1.22425 -0.68071 -3.57728
H -2.18778 -2.14880 -3.35503
H -2.10118 -0.94111 -2.05475
H 2.36796 -1.55049 -2.89545
H 4.65093 -0.12327 -2.16894
H 5.48107 1.54308 -0.48187
H 3.96880 2.33463 1.30406
H 1.54189 1.68218 1.32221
H -2.65219 3.69420 -1.41298
H -2.73968 2.74800 -2.92087
H -2.71191 0.93719 1.73074
H -2.50384 1.85932 3.98087
*
```

---

Record 5
Here is a single C24H32N6O2 molecule from the OMol25 dataset. Energies are from the ωB97M-V functional and the def2-TZVPD basis.

Output
Energy = -1412.777122 a.u.
Max |F| = 0.78 eV/Å
Energy above the lowest of the compared OMol25 structures with the same formula, charge and spin = 46.0 kcal per mole
Kohn-Sham gap = 8.487 eV
E_HOMO = -8.03 eV
Molecular weight = 436.560 g/mol

```
! wB97M-V def2-TZVPD RIJCOSX def2/J DEFGRID3
* xyz 0 1
C 2.67665 4.32498 -7.36498
C 1.43175 4.37807 -6.48830
C 1.76353 4.79392 -5.05776
C 0.51674 4.81192 -4.16447
C -0.09546 3.46248 -4.04080
N -1.25556 3.09561 -4.51786
C -1.40932 1.78508 -4.18451
C -0.31605 1.34075 -3.49586
C 0.06297 0.02457 -2.90989
N 0.66149 0.23003 -1.59665
C 1.41485 -0.90302 -1.10212
C 0.54163 -2.07717 -0.64504
C -0.43258 -1.59543 0.43131
N -1.32389 -2.67147 0.79802
N -2.00630 -3.30642 -0.15274
C -2.69847 -4.25303 0.44901
C -2.46990 -4.24069 1.82709
C -1.58228 -3.19658 2.01624
N -0.99619 -2.76607 3.20757
C -1.05622 -1.49025 3.68666
O -1.50624 -0.56509 3.03778
C -0.47203 -1.26992 5.04500
C -0.18315 0.05886 5.34811
C 0.34647 0.43287 6.56619
C 0.58808 -0.53936 7.51910
C 0.29904 -1.86578 7.25178
C -0.22844 -2.25139 6.02366
O -0.53274 -3.55408 5.73103
C -0.38371 -4.54170 6.72625
C -1.23584 -0.40211 -0.08935
C -0.28813 0.68891 -0.59658
N 0.52016 2.42455 -3.41476
H 2.41735 4.03283 -8.37962
H 3.39113 3.60354 -6.97324
H 3.16082 5.29891 -7.40158
H 0.71719 5.08744 -6.90976
H 0.94904 3.39912 -6.47451
H 2.50169 4.10257 -4.64243
H 2.21065 5.79071 -5.06322
H 0.78768 5.18082 -3.17081
H -0.23286 5.47904 -4.58961
H -2.29318 1.24815 -4.46441
H -0.82203 -0.62759 -2.90172
H 0.82172 -0.45007 -3.54409
H 2.00885 -0.54789 -0.25213
H 2.10569 -1.23185 -1.88298
H -0.03300 -2.47385 -1.48265
H 1.17240 -2.87801 -0.25383
H 0.12267 -1.30051 1.32684
H -3.33213 -4.90495 -0.11863
H -2.88770 -4.88101 2.57647
H -0.79307 -3.49607 3.87679
H -0.39660 0.79420 4.58678
H 0.56439 1.46910 6.77141
H 0.99998 -0.27318 8.48098
H 0.49128 -2.60199 8.01565
H -0.99576 -4.32070 7.60491
H 0.66280 -4.65740 7.02334
H -0.73119 -5.46768 6.27003
H -1.89064 -0.74647 -0.89100
H -1.85054 -0.00555 0.71811
H 0.29151 1.07845 0.24692
H -0.86654 1.51093 -1.02327
H 1.39757 2.42594 -2.92189
*
```